DFT (wB97M-V/def2-TZVPD) results for a cluster of 2 separate species, C3H3Br2NO2 in total.

Structure (XYZ):
```
11
C3H3Br2NO2, DFT wB97M-V/def2-TZVPD
Br 0.013 3.050 0.909
Br -1.910 -0.380 1.184
O -2.112 -0.550 -1.590
O -0.543 -1.940 -0.655
N 1.448 -0.465 0.628
C -1.535 -0.999 -0.660
C 0.766 1.779 -0.221
C 1.195 0.623 0.203
H -0.150 -2.234 0.218
H 0.550 1.697 -1.243
H 2.277 -0.582 1.227
```

## Properties
HOMO level ... -8.980 eV
Gap between HOMO and LUMO ... 9.26 eV
E_tot ... -148827.70315 eV
SMILES ... O=C(O)Br.N=C=CBr
Relative energy (zero: lowest compared OMol25 entry of this formula, charge and spin) ... 0.9808 eV



DFT (wB97M-V/def2-TZVPD) results for a structure of composition C3H3Br3.

Structure (XYZ):
```
9
C3H3Br3, DFT wB97M-V/def2-TZVPD
Br 2.241 0.910 -2.773
Br -0.318 -0.845 -1.268
Br 1.983 1.400 0.287
C -1.436 -0.212 0.139
C -0.982 -0.510 1.320
C 2.251 0.104 -1.132
H -0.137 -1.159 1.517
H -2.074 0.426 -0.323
H -1.529 -0.114 2.232
```

## Properties
HOMO level ... -8.918 eV
Gap between HOMO and LUMO ... 8.01 eV
E_tot ... -213282.53574 eV
Relative energy (zero: lowest compared OMol25 entry of this formula, charge and spin) ... 3.8476 eV



DFT (wB97M-V/def2-TZVPD) results for a cluster of 2 separate species, C3H3Br3F2N3 in total.

Structure (XYZ):
```
14
C3H3Br3F2N3, DFT wB97M-V/def2-TZVPD
Br 2.151 -1.612 0.660
Br 2.247 0.572 -2.073
Br -2.431 -1.629 -1.570
F 0.294 2.498 -0.618
F 1.518 1.440 1.493
N 0.449 0.808 0.948
N -0.712 -1.187 0.455
N -0.840 0.573 -1.052
C 0.461 -0.598 1.168
C -1.203 -0.641 -0.630
C 0.252 1.228 -0.420
H -1.287 1.132 -1.732
H -1.108 -1.878 1.046
H 0.210 -0.706 2.324
```

## Properties
HOMO level (spin up / spin down) ... -13.042 / -13.042 eV
Gap between HOMO and LUMO (spin up / spin down) ... 6.98 / 6.98 eV
E_tot ... -223180.77639 eV
Charge ... +1
Relative energy (zero: lowest compared OMol25 entry of this formula, charge and spin) ... 0.9006 eV



DFT (wB97M-V/def2-TZVPD) results for a structure of composition C3H3Br9.

Structure (XYZ):
```
15
C3H3Br9, DFT wB97M-V/def2-TZVPD
Br 4.502 -7.965 6.979
Br 3.201 -9.844 9.325
Br -0.947 -4.705 10.959
Br 2.269 -5.540 11.427
Br 9.409 -7.173 10.867
Br 9.309 -6.189 13.877
Br 8.123 -9.072 13.063
Br 0.548 -6.533 8.997
Br 5.590 -7.633 10.081
C 4.056 -8.123 8.881
C 8.366 -7.176 12.470
C 0.813 -5.039 10.153
H 3.317 -7.344 9.065
H 7.408 -6.711 12.239
H 1.062 -4.161 9.557
```

## Properties
HOMO level ... -10.271 eV
Gap between HOMO and LUMO ... 9.66 eV
E_tot ... -633540.51076 eV
Relative energy (zero: lowest compared OMol25 entry of this formula, charge and spin) ... 0.5184 eV



DFT (wB97M-V/def2-TZVPD) results for a cluster of 2 separate species, C3H3BrCl2 in total.

Structure (XYZ):
```
9
C3H3BrCl2, DFT wB97M-V/def2-TZVPD
Br -2.698 -0.048 0.713
Cl -0.960 -2.223 -0.475
Cl -0.540 2.203 -0.118
C 0.277 0.789 -0.215
C -1.031 -0.901 0.541
C 1.503 0.436 -0.485
H 1.625 -0.654 -0.530
H -0.439 -0.846 1.380
H 2.261 1.245 -0.810
```

## Properties
HOMO level (spin up / spin down) ... -6.527 / -9.782 eV
Gap between HOMO and LUMO (spin up / spin down) ... 7.25 / 7.69 eV
E_tot ... -98240.81445 eV
Relative energy (zero: lowest compared OMol25 entry of this formula, charge and spin) ... 2.7903 eV
2S+1 ... 3



DFT (wB97M-V/def2-TZVPD) results for a cluster of 2 separate species, C3H3BrClNO in total.

Structure (XYZ):
```
10
C3H3BrClNO, DFT wB97M-V/def2-TZVPD
Br 1.381 -2.197 3.039
Cl -1.056 0.704 0.556
O -1.523 -2.566 0.753
N 0.627 -1.919 1.426
C 0.172 1.311 -0.461
C -0.444 -2.325 1.079
C -0.025 1.821 -1.697
H 0.725 2.029 -2.456
H 1.126 1.502 0.012
H -0.982 1.639 -2.251
```

## Properties
HOMO level ... -9.718 eV
Gap between HOMO and LUMO ... 9.34 eV
E_tot ... -89259.73863 eV
SMILES ... O=C=NBr.C=CCl
Relative energy (zero: lowest compared OMol25 entry of this formula, charge and spin) ... 1.6534 eV



DFT (wB97M-V/def2-TZVPD) results for a cluster of 2 separate species, C3H3BrFI in total.

Structure (XYZ):
```
9
C3H3BrFI, DFT wB97M-V/def2-TZVPD
I 1.976 2.186 -0.272
Br -1.222 -0.997 2.059
F -2.211 0.052 -0.232
C -1.417 0.368 0.791
C 1.122 -0.766 -0.903
C 1.018 0.391 -0.329
H -1.583 1.362 1.184
H 0.372 -1.531 -0.752
H 1.945 -1.065 -1.547
```

## Properties
HOMO level (spin up / spin down) ... -8.439 / -8.575 eV
Gap between HOMO and LUMO (spin up / spin down) ... 8.29 / 8.04 eV
E_tot ... -84015.49325 eV
Relative energy (zero: lowest compared OMol25 entry of this formula, charge and spin) ... 3.1125 eV



DFT (wB97M-V/def2-TZVPD) results for a cluster of 2 separate species, C3H3BrN2O in total.

Structure (XYZ):
```
10
C3H3BrN2O, DFT wB97M-V/def2-TZVPD
Br 2.128 1.932 -0.667
O 1.126 -1.818 -0.117
N -1.321 0.444 -1.545
N 1.006 0.795 -1.184
C 0.469 -1.190 0.596
C -0.249 -0.512 1.397
C -0.190 0.626 -1.217
H 0.209 0.392 1.764
H -1.141 -0.829 1.861
H -2.037 0.159 -0.889
```

## Properties
HOMO level ... -9.393 eV
Gap between HOMO and LUMO ... 9.98 eV
E_tot ... -78226.18717 eV
SMILES ... N=C=NBr.C=C=O
Relative energy (zero: lowest compared OMol25 entry of this formula, charge and spin) ... 3.5087 eV



DFT (wB97M-V/def2-TZVPD) results for an isolated molecule of C3H3BrO.

Structure (XYZ):
```
8
C3H3BrO, DFT wB97M-V/def2-TZVPD
Br 3.288 -0.548 0.018
O 1.060 1.387 -0.050
C 1.582 0.084 -0.028
C -1.264 -0.189 0.081
C 0.332 0.027 0.018
H -1.627 -1.227 -0.050
H -1.742 0.235 0.904
H -1.630 0.231 -0.894
```

## Properties
HOMO level ... -8.102 eV
Gap between HOMO and LUMO ... 8.83 eV
E_tot ... -75244.96465 eV
SMILES ... CC1=C(Br)O1
Relative energy (zero: lowest compared OMol25 entry of this formula, charge and spin) ... 3.5655 eV



DFT (wB97M-V/def2-TZVPD) results for an isolated molecule of C3H3BrO2.

Structure (XYZ):
```
9
C3H3BrO2, DFT wB97M-V/def2-TZVPD
Br 2.862 0.238 0.072
O 0.466 -1.303 -0.643
O -2.423 -0.828 0.829
C -1.692 -0.655 -0.090
C 1.039 0.869 0.318
C -0.011 -0.365 -0.056
H 0.812 1.205 1.375
H -2.070 -0.790 -1.224
H 1.016 1.629 -0.582
```

## Properties
HOMO level ... -9.729 eV
Gap between HOMO and LUMO ... 9.79 eV
E_tot ... -77294.61797 eV
SMILES ... O=CC(=O)CBr
Relative energy (zero: lowest compared OMol25 entry of this formula, charge and spin) ... 1.6460 eV



DFT (wB97M-V/def2-TZVPD) results for a cluster of 2 separate species, C3H3BrO2 in total.

Structure (XYZ):
```
9
C3H3BrO2, DFT wB97M-V/def2-TZVPD
Br 2.457 -0.749 0.260
O -0.327 -1.086 -0.651
O 1.910 1.961 0.038
C -0.661 0.245 -0.656
C -1.038 -0.597 0.494
C 1.434 0.877 0.125
H -0.350 -0.527 1.340
H -2.128 -0.845 0.374
H -1.298 0.721 -1.325
```

## Properties
HOMO level (spin up / spin down) ... -8.859 / -8.859 eV
Gap between HOMO and LUMO (spin up / spin down) ... 8.13 / 8.14 eV
E_tot ... -77292.33766 eV
Relative energy (zero: lowest compared OMol25 entry of this formula, charge and spin) ... 3.9264 eV



DFT (wB97M-V/def2-TZVPD) results for a structure of composition C3H3CaO4.

Structure (XYZ):
```
11
C3H3CaO4, DFT wB97M-V/def2-TZVPD
Ca 0.793 -2.302 -1.100
O 1.333 -0.607 0.061
O 1.220 2.309 1.824
O -1.154 -1.695 -1.512
O -3.067 -0.525 -1.514
C 0.784 0.508 0.332
C 1.059 1.124 1.698
C -1.908 -0.710 -1.288
H 0.798 1.262 -0.479
H -1.149 0.236 -0.531
H 1.290 0.399 2.508
```

## Properties
HOMO level (spin up / spin down) ... -13.421 / -13.422 eV
Gap between HOMO and LUMO (spin up / spin down) ... 7.36 / 7.36 eV
E_tot ... -29780.30913 eV
Charge ... +1
Relative energy (zero: lowest compared OMol25 entry of this formula, charge and spin) ... 1.7197 eV